{
  "formula": "C28H54O20P2",
  "method": "the ωB97M-V functional and the def2-TZVPD basis",
  "elements": ["C", "C", "O", "P", "O", "O", "C", "C", "O", "C", "C", "H", "H", "H", "H", "H", "H", "H", "H", "H", "H", "H", "H", "H", "H", "H", "C", "C", "O", "P", "O", "O", "C", "C", "O", "C", "C", "H", "H", "H", "H", "H", "H", "H", "H", "H", "H", "H", "H", "H", "H", "H", "C", "C", "C", "O", "C", "O", "O", "H", "H", "H", "H", "H", "H", "C", "C", "C", "O", "C", "O", "O", "H", "H", "H", "H", "H", "H", "C", "C", "C", "O", "C", "O", "O", "H", "H", "H", "H", "H", "H", "C", "C", "C", "O", "C", "O", "O", "H", "H", "H", "H", "H", "H"],
  "coordinates": [[-4.0877, -1.0407, -1.4837], [-4.9496, -0.8635, -2.6816], [-4.7424, 0.4529, -3.0744], [-3.9035, 0.7012, -4.4645], [-3.5105, 2.1512, -4.6222], [-4.9219, 0.1284, -5.6717], [-5.3834, 0.8497, -6.7467], [-6.6590, 1.5080, -6.2497], [-2.6103, -0.3763, -4.5893], [-1.5994, -0.0279, -5.6109], [-1.3561, -1.1860, -6.5301], [-4.0747, -2.0537, -1.0815], [-3.0353, -0.8675, -1.7086], [-4.3008, -0.2663, -0.7468], [-4.5841, -1.5696, -3.4273], [-6.0213, -0.9450, -2.5003], [-4.6852, 1.6220, -7.0693], [-5.6149, 0.1495, -7.5494], [-7.3821, 1.8369, -6.9960], [-7.3590, 0.8674, -5.7132], [-6.3962, 2.3140, -5.5646], [-1.7647, 0.7878, -6.3147], [-0.7141, 0.2067, -5.0200], [-2.2695, -1.4517, -7.0623], [-0.4988, -1.0048, -7.1784], [-1.2329, -2.0097, -5.8269], [0.3482, 1.9936, 4.2982], [1.3233, 2.9395, 3.5483], [2.6607, 2.5065, 3.7353], [3.2675, 1.3042, 2.8684], [3.2638, 1.4347, 1.3989], [4.7818, 1.1652, 3.4375], [5.8018, 2.1198, 3.0200], [6.2403, 3.1352, 4.1485], [2.4516, -0.0062, 3.4420], [2.6851, -0.3877, 4.7516], [1.5907, -1.4188, 5.1701], [-0.6185, 2.4812, 4.4236], [0.1392, 1.0722, 3.7545], [0.7202, 1.9089, 5.3193], [1.1818, 3.0176, 2.4703], [1.2139, 3.9407, 3.9651], [6.7113, 1.6075, 2.7061], [5.5143, 2.6645, 2.1207], [6.8385, 2.7210, 4.9601], [7.0773, 3.7221, 3.7702], [5.4694, 3.7990, 4.5398], [3.6822, -0.8034, 4.8969], [2.6487, 0.4679, 5.4259], [0.5206, -1.2293, 5.0863], [1.9732, -2.2760, 4.6160], [1.7290, -1.5867, 6.2382], [4.6854, -1.8872, 1.2554], [5.1975, -1.3387, -0.0209], [5.7633, 0.0924, 0.0237], [7.1236, 0.0848, -0.4450], [7.4637, -1.2119, -0.4558], [8.5849, -1.6625, -0.5368], [6.3454, -2.0600, -0.3939], [5.3865, -2.0744, 2.0687], [4.3138, -2.9097, 1.1887], [3.8073, -1.4048, 1.6847], [4.4419, -1.3017, -0.8057], [5.7180, 0.4280, 1.0597], [5.0979, 0.7588, -0.5251], [-1.3456, 3.1176, -0.8596], [-1.9762, 4.4229, -1.4376], [-3.3317, 4.1331, -2.0786], [-4.2825, 4.9600, -1.4048], [-3.7102, 5.5905, -0.3622], [-4.2488, 6.1965, 0.5722], [-2.3895, 5.1699, -0.2771], [-0.9232, 2.4454, -1.6065], [-1.9749, 2.4731, -0.2458], [-0.5838, 3.3898, -0.1291], [-1.2723, 5.0030, -2.0343], [-3.5658, 3.0708, -2.1480], [-3.1879, 4.5085, -3.0917], [-0.6076, -1.4338, -1.5214], [-0.2695, -1.5520, 0.0331], [0.6530, -0.6263, 0.6666], [-0.1383, 0.2454, 1.3731], [-1.3665, -0.2945, 1.4372], [-2.2195, 0.2968, 2.1376], [-1.4690, -1.3953, 0.7726], [-1.2595, -2.2601, -1.8049], [0.3232, -1.7253, -2.0079], [-0.9905, -0.4654, -1.8434], [0.1246, -2.5031, 0.3912], [1.1108, -0.0509, -0.1381], [1.4025, -1.0415, 1.3404], [-1.8557, -6.2754, 2.3439], [-1.2763, -4.9758, 1.9731], [-1.0867, -3.8697, 3.0668], [0.1894, -3.3753, 2.9063], [0.8258, -4.2700, 2.0667], [2.0204, -4.3196, 1.9476], [0.0499, -5.1668, 1.5192], [-2.1671, -6.6921, 1.3861], [-2.6641, -5.9574, 3.0023], [-1.1273, -6.7002, 3.0347], [-1.8558, -4.5469, 1.1556], [-1.2564, -4.2126, 4.0874], [-1.7847, -3.0326, 3.0519]],
  "atomic_forces_ev_per_a": [[0.9, -0.2, 1.2], [0.1, -1.2, 0.3], [2.0, 1.6, -3.1], [-0.2, 1.4, -2.3], [-0.7, -2.8, 0.5], [3.3, -1.2, 3.9], [-2.0, 1.4, -0.7], [-1.1, 0.5, -0.1], [-2.2, 1.9, 0.1], [0.6, 0.3, -0.3], [-0.7, -1.1, 1.4], [-0.5, 0.0, 0.3], [-0.2, 0.1, -0.6], [-0.4, -0.3, 0.4], [-0.6, -0.1, -0.3], [0.1, -0.5, 0.1], [0.1, -0.2, -0.1], [0.3, 0.0, 0.0], [0.7, 0.7, -0.6], [0.7, -0.7, 0.4], [-0.1, 0.2, -0.1], [-0.9, 0.7, 0.9], [0.0, 0.1, -0.2], [0.1, 0.3, -0.4], [-0.1, -0.2, 0.1], [0.7, -0.6, -0.5], [-0.2, 1.3, -0.5], [-1.1, -0.4, 0.0], [1.2, -0.5, -0.2], [1.3, -0.3, 0.7], [-1.0, -0.2, 0.6], [-1.3, 0.2, -0.2], [0.9, 1.4, 1.0], [0.5, -0.6, -0.6], [1.3, 1.7, -2.7], [-1.4, -0.2, 2.7], [2.1, 0.0, 0.2], [-0.1, 0.3, -0.2], [0.5, -0.2, 0.4], [0.1, -0.7, -0.1], [-0.5, -0.1, 0.0], [0.4, -0.1, 0.0], [-0.3, -0.6, 0.3], [-0.5, 0.0, 0.2], [-0.8, -0.9, 0.3], [-0.4, 0.5, -0.8], [0.0, -0.2, -0.2], [-0.1, -0.3, -0.3], [-0.1, 0.3, -0.1], [0.3, 0.5, -0.7], [-1.0, -0.6, 0.2], [0.2, -0.3, 0.0], [-1.3, -1.4, 1.5], [0.8, 1.2, -0.4], [-1.2, 1.0, 1.1], [-1.3, -0.8, 0.4], [1.8, -2.4, -0.5], [-2.1, 1.1, 0.1], [1.5, 0.4, -0.5], [0.6, 0.9, -0.2], [-0.1, -0.2, -0.9], [0.2, 0.7, -0.2], [-0.1, -0.8, -0.2], [0.4, 0.1, -0.1], [0.6, 0.2, -0.3], [0.7, 0.4, 0.2], [-0.9, -1.9, 2.4], [1.2, 1.0, -1.8], [-0.2, 0.3, 0.2], [-0.3, -0.5, 3.6], [1.5, -1.5, -3.7], [-0.2, 1.2, -0.1], [0.2, 0.3, -0.3], [-1.0, 0.4, -0.2], [0.5, 0.2, -0.3], [-0.1, -0.1, 0.0], [-0.5, 0.3, 0.4], [-0.9, -0.2, -0.3], [1.2, -1.3, 1.8], [0.1, -2.5, -2.6], [3.2, 0.7, -1.6], [-4.2, 1.7, 2.0], [4.2, -0.3, -1.3], [-1.2, 0.1, 0.5], [-2.9, 1.3, 1.9], [-0.4, 0.3, 0.2], [0.2, 0.6, -0.2], [0.2, -0.1, 0.2], [-0.5, -0.7, -1.1], [0.6, 0.2, 0.4], [-0.1, -0.1, -0.1], [-0.3, 1.3, 1.1], [-0.4, 2.1, -0.1], [-2.4, -0.4, 0.9], [1.3, -0.6, -1.5], [3.6, -0.1, 1.0], [-0.8, 1.0, -0.1], [-0.6, 0.2, -0.4], [0.1, -1.1, 0.8], [-0.8, -0.7, -0.3], [-0.1, -1.1, -0.6], [0.0, 0.1, -0.2], [0.5, -0.7, 0.1], [-0.3, 0.0, -0.8]],
  "multiplicity": 2,
  "energy_ha": -3286.55276,
  "homo_lumo_gap_ev": [8.5, 2.3],
  "homo_ev": [-12.382, -12.382],
  "charge": 1,
  "e_lumo_ev": [-3.93, -10.03],
  "mol_weight_g_mol": 772.7
}

{
  "formula": "C6H2IN",
  "method": "the ωB97M-V functional and the def2-TZVPD basis",
  "elements": ["C", "C", "C", "C", "C", "C", "N", "I", "H", "H"],
  "coordinates": [[0.1111, -0.6653, 1.2236], [0.1576, 0.7390, 0.6620], [-0.4990, -1.5945, 0.5514], [-0.1272, -1.1125, -1.3370], [0.4892, -0.2369, -1.9683], [0.2300, 0.9788, -0.6540], [-1.0265, -1.7728, -0.6342], [-0.0658, 2.8984, -1.3053], [0.6644, -0.7357, 2.0931], [0.0663, 1.5014, 1.3686]],
  "atomic_forces_ev_per_a": [[0.5, 1.8, -0.3], [-0.6, -2.7, -1.4], [-0.8, 0.8, -1.9], [-1.1, -1.0, 0.1], [0.5, 3.5, 1.9], [0.6, -2.0, -1.7], [0.2, -1.1, 1.3], [0.1, 0.3, -0.4], [0.8, -0.9, 1.7], [-0.2, 1.2, 0.8]],
  "energy_ha": -582.00094,
  "homo_lumo_gap_ev": [7.6, 7.6],
  "homo_ev": [-9.143, -9.143],
  "e_lumo_ev": [-1.55, -1.55],
  "mol_weight_g_mol": 215.0
}

{
  "formula": "C48H49BrF4N2PPbS",
  "method": "the ωB97M-V functional and the def2-TZVPD basis",
  "elements": ["Pb", "F", "C", "C", "F", "C", "F", "C", "P", "C", "C", "C", "C", "C", "C", "C", "C", "C", "C", "C", "C", "C", "Br", "C", "F", "H", "H", "H", "H", "H", "H", "H", "H", "H", "H", "C", "C", "C", "C", "C", "C", "C", "C", "C", "C", "C", "C", "N", "H", "H", "H", "H", "H", "H", "H", "H", "H", "H", "H", "H", "H", "H", "H", "H", "H", "S", "C", "C", "C", "C", "C", "C", "H", "H", "H", "H", "H", "C", "C", "C", "C", "C", "C", "C", "C", "C", "C", "C", "C", "N", "H", "H", "H", "H", "H", "H", "H", "H", "H", "H", "H", "H", "H", "H", "H", "H", "H"],
  "coordinates": [[-1.3509, 0.1634, 0.3385], [-3.2917, 7.0746, -4.0333], [-2.4205, 6.3393, -3.3376], [-1.5086, 7.0201, -2.5059], [-1.4521, 8.3709, -2.4069], [-0.5073, 6.2116, -1.9819], [0.3425, 6.8934, -1.2139], [-0.4204, 4.8553, -2.1416], [1.1321, 2.0867, -0.0225], [0.3760, 3.3012, 1.1551], [0.4586, 4.6587, 0.8276], [-0.2911, 5.5168, 1.5817], [-1.0777, 5.0523, 2.6807], [-1.1509, 3.7455, 3.0045], [-0.5497, 2.8022, 2.1138], [2.9127, 2.6766, 0.1593], [3.7728, 1.8495, 0.8148], [5.1488, 2.1213, 0.9125], [5.6340, 3.2671, 0.2621], [4.8119, 4.0517, -0.5230], [3.4220, 3.7694, -0.5658], [-1.4277, 4.2125, -2.8285], [-1.6340, 2.2923, -2.9812], [-2.4291, 4.9433, -3.4849], [-3.3954, 4.4386, -4.3074], [1.0258, 5.0523, 0.0063], [-0.3362, 6.5419, 1.3284], [-1.7215, 5.7962, 3.1863], [-1.6999, 3.3210, 3.8030], [-0.5009, 1.7617, 2.3357], [3.2968, 1.0580, 1.3525], [5.8828, 1.4936, 1.4860], [6.6818, 3.5404, 0.3413], [5.2584, 4.8972, -0.9719], [2.7835, 4.3644, -1.1769], [2.6580, 0.0017, 3.7961], [1.7036, -0.9781, 3.0858], [1.2676, -2.2289, 3.8006], [2.2422, -1.3256, 1.7528], [3.2044, -2.2870, 1.7131], [3.8562, -2.6478, 0.5306], [3.4302, -1.9836, -0.6085], [2.4561, -0.9609, -0.5879], [2.1988, -0.3257, -1.9705], [1.6191, -1.2863, -2.9969], [3.4321, 0.3995, -2.4740], [1.8786, -0.5697, 0.6332], [1.0718, 0.5798, 0.7650], [2.0934, 0.3486, 4.6458], [2.8199, 0.8690, 3.1308], [3.5982, -0.5553, 4.0044], [0.7967, -0.4505, 2.8132], [0.6890, -2.8950, 3.1950], [0.6374, -1.8702, 4.6116], [2.0878, -2.8227, 4.1680], [3.5871, -2.7082, 2.6297], [4.5972, -3.4154, 0.4921], [3.8964, -2.1370, -1.5406], [1.3748, 0.3685, -1.7320], [0.6535, -1.4684, -2.6939], [2.1615, -2.2005, -3.0138], [1.5861, -0.8541, -3.9562], [4.2522, -0.3248, -2.6525], [3.8202, 0.9495, -1.6557], [3.3264, 1.0704, -3.3089], [-1.8313, -0.9014, 2.8099], [-3.5899, -0.7843, 2.4207], [-4.3765, -1.8974, 2.3300], [-5.7214, -1.7980, 1.9560], [-6.2585, -0.5557, 1.7329], [-5.5133, 0.6269, 1.9561], [-4.1549, 0.4730, 2.2480], [-3.8347, -2.9055, 2.4070], [-6.3423, -2.6855, 1.8516], [-7.2547, -0.4759, 1.4317], [-5.8390, 1.6510, 1.8108], [-3.5191, 1.3922, 2.4733], [-4.2196, -3.1331, -1.7320], [-3.1643, -2.4393, -2.6454], [-3.3507, -0.8495, -2.5613], [-1.8216, -2.9887, -2.5023], [-1.0660, -3.6820, -3.5106], [0.1279, -4.3044, -3.3089], [0.5208, -4.6194, -1.9812], [-0.1967, -4.0035, -0.9506], [0.2257, -4.1830, 0.5358], [-0.9167, -4.3567, 1.6093], [1.1045, -5.3927, 0.7590], [-1.1916, -2.9745, -1.1795], [-1.7002, -2.1689, -0.2159], [-4.0514, -2.8413, -0.7148], [-4.1297, -4.2022, -1.7765], [-5.2237, -2.7858, -2.0939], [-3.4708, -2.6933, -3.7048], [-3.3853, -0.4859, -1.5068], [-4.1933, -0.4117, -3.0912], [-2.4366, -0.3024, -2.9569], [-1.4444, -3.5747, -4.5386], [0.7428, -4.6618, -4.1577], [1.3179, -5.3364, -1.7010], [0.8142, -3.3032, 0.8900], [-1.7791, -4.7500, 1.0584], [-1.1924, -3.4538, 2.1188], [-0.6319, -5.0925, 2.2823], [2.0616, -5.1332, 0.2535], [0.7562, -6.3347, 0.3204], [1.3590, -5.5132, 1.7909]],
  "atomic_forces_ev_per_a": [[-0.9, -1.6, 0.4], [-0.6, 0.2, -0.3], [0.4, 0.3, 0.5], [0.2, -1.5, -1.2], [-0.5, -0.6, -0.1], [-1.5, -0.3, -0.7], [1.6, 0.6, 1.0], [0.0, -1.0, 0.4], [1.7, 0.0, 1.8], [-1.8, -1.7, -0.5], [-0.1, -0.4, 0.6], [-1.0, -0.8, 1.4], [-0.1, 2.4, -0.8], [0.6, -2.4, -1.8], [2.1, 2.4, 0.4], [-0.6, 0.6, -2.2], [1.3, -0.3, 1.3], [0.3, 0.2, 0.1], [0.2, -0.9, 0.2], [-1.7, -0.9, 1.1], [1.3, -0.3, 0.2], [-0.4, 1.2, -0.5], [0.3, 0.0, 0.1], [0.3, 0.8, 0.2], [0.6, 0.0, 0.6], [0.2, -0.2, -0.1], [0.1, 0.9, -0.2], [0.7, -0.5, 0.0], [-0.7, 0.1, 0.8], [-0.4, -0.6, 0.3], [0.6, -0.6, 0.1], [-1.1, 0.5, -0.5], [0.0, -0.2, 0.0], [0.0, 0.8, -0.7], [-0.5, 0.4, -0.4], [-0.6, -0.9, -0.7], [-0.4, 0.4, -1.1], [0.0, 0.7, 1.2], [-0.1, 0.7, 0.4], [1.6, -0.9, -0.8], [-1.3, 0.9, -0.1], [-0.7, 0.6, 1.0], [1.1, -0.7, -1.1], [-0.9, 0.5, 0.8], [1.5, 0.5, 1.1], [0.8, -0.9, 0.6], [0.7, 0.1, -1.6], [-0.6, 1.1, -0.4], [0.5, 0.2, 0.8], [0.2, -0.5, 0.5], [-0.5, 0.8, 0.2], [-0.3, 0.4, 0.5], [-0.5, -0.1, -0.6], [-0.1, -0.5, 0.4], [0.4, -0.1, 0.5], [-0.3, -0.2, 0.2], [0.5, -0.3, 0.0], [0.4, -0.5, -1.0], [0.4, 0.3, -0.7], [-2.4, -0.9, 0.5], [0.5, -0.9, -0.2], [0.1, 0.6, -1.3], [-0.5, 0.2, -0.4], [0.5, 1.0, 0.7], [-0.4, 0.0, -0.5], [-0.4, 0.5, -0.5], [1.4, 0.6, 0.5], [0.4, -2.6, -0.6], [0.7, -0.3, 0.3], [0.8, 1.5, 0.6], [1.2, -1.1, -0.5], [0.0, 1.8, 0.7], [-1.1, 1.5, 0.0], [0.2, 0.1, -0.1], [-1.5, 0.1, -0.4], [-0.6, -0.3, 0.0], [-0.9, -1.3, -0.5], [-0.2, 1.2, -1.2], [-2.4, 1.2, -1.9], [2.2, 0.0, 0.6], [3.2, -1.4, 1.3], [-2.0, 2.2, -0.1], [1.5, -1.7, 0.5], [-1.0, 0.7, 0.1], [0.7, 0.9, 1.6], [-0.6, -0.1, 1.0], [-0.8, 0.8, -2.9], [1.9, 0.5, -1.7], [-0.5, -0.8, -1.2], [0.6, 0.3, -0.3], [-0.1, 0.3, 0.6], [-0.1, -0.6, -0.2], [0.7, -0.5, 0.6], [0.2, 0.2, 0.9], [-0.4, -0.5, -0.5], [-0.3, -0.4, 0.0], [-0.9, -0.9, 0.1], [0.1, -0.1, 0.4], [-0.6, 0.1, 0.5], [-0.5, 0.7, -0.6], [-0.3, -0.4, -0.6], [-0.2, 0.1, 0.3], [-0.2, 0.4, 0.1], [0.6, -1.3, 1.5], [-0.2, -0.6, 0.2], [-0.3, 0.2, 0.2], [0.0, -0.2, 0.7]],
  "relative_energy_kcal_mol": 52.7,
  "energy_ha": -5873.68917,
  "homo_lumo_gap_ev": [6.5, 4.4],
  "homo_ev": [-4.409, -4.740],
  "charge": -1,
  "e_lumo_ev": [2.13, -0.36],
  "mol_weight_g_mol": 1080.1
}